{"formula": "C28H29AsF6MgN5", "method": "wB97M-V/def2-TZVPD", "e_lumo_ev": [-0.3, -2.6], "spin_multiplicity": 2, "species": ["Mg", "C", "N", "C", "C", "C", "C", "C", "C", "C", "N", "C", "C", "C", "C", "C", "C", "N", "C", "C", "H", "H", "H", "H", "H", "H", "H", "H", "H", "H", "H", "H", "H", "H", "H", "H", "H", "H", "H", "H", "C", "C", "C", "C", "C", "C", "N", "N", "C", "C", "C", "C", "C", "C", "H", "H", "H", "H", "H", "H", "H", "H", "H", "F", "As", "F", "F", "F", "F", "F"], "positions_angstrom": [[0.02, -0.47, -0.13], [-2.54, -2.26, 1.13], [-1.16, -1.94, 1.50], [-0.40, -3.18, 1.69], [-1.18, -1.06, 2.63], [-1.16, -1.49, 3.94], [-1.17, -0.58, 4.99], [-1.19, 0.79, 4.72], [-1.25, 1.24, 3.42], [-1.27, 0.32, 2.36], [-1.29, 0.68, 1.03], [-1.95, 1.80, 0.63], [-2.96, 2.42, 1.40], [-3.59, 3.56, 0.95], [-3.25, 4.10, -0.28], [-2.31, 3.47, -1.08], [-1.68, 2.31, -0.66], [-0.78, 1.59, -1.53], [-1.56, 0.99, -2.62], [0.25, 2.46, -2.11], [-3.07, -2.74, 1.96], [-3.08, -1.36, 0.84], [-2.52, -2.95, 0.28], [-0.89, -3.86, 2.39], [-0.34, -3.67, 0.72], [0.60, -2.95, 2.05], [-1.09, -2.55, 4.16], [-1.13, -0.93, 6.01], [-1.14, 1.50, 5.54], [-1.21, 2.30, 3.21], [-3.26, 1.97, 2.33], [-4.37, 4.01, 1.55], [-3.74, 5.00, -0.63], [-2.09, 3.87, -2.06], [-2.01, 1.76, -3.25], [-0.90, 0.37, -3.22], [-2.34, 0.35, -2.21], [-0.18, 3.18, -2.82], [0.76, 3.01, -1.32], [0.97, 1.84, -2.64], [5.14, 2.04, -1.65], [4.04, 2.36, -0.87], [2.96, 1.49, -0.82], [2.97, 0.32, -1.56], [4.07, 0.00, -2.34], [5.15, 0.86, -2.38], [1.78, -0.47, -1.53], [1.76, -1.40, -2.36], [0.54, -2.11, -2.49], [0.56, -3.01, -3.56], [-0.61, -3.67, -3.91], [-1.76, -3.39, -3.19], [-1.74, -2.51, -2.12], [-0.58, -1.84, -1.70], [5.99, 2.71, -1.68], [4.03, 3.26, -0.27], [2.11, 1.72, -0.18], [4.06, -0.92, -2.91], [6.01, 0.60, -2.98], [1.48, -3.16, -4.11], [-0.62, -4.36, -4.74], [-2.69, -3.87, -3.48], [-2.68, -2.33, -1.61], [1.49, -0.61, 1.27], [2.85, -0.75, 2.56], [2.16, 0.69, 3.24], [3.86, 0.21, 1.54], [4.07, -0.86, 3.75], [3.34, -2.18, 1.72], [1.77, -1.71, 3.51]]}


{"formula": "C21H22N4O3S", "method": "wB97M-V/def2-TZVPD", "e_lumo_ev": 0.5, "species": ["C", "C", "O", "C", "O", "C", "C", "C", "N", "C", "C", "C", "C", "O", "C", "S", "C", "N", "C", "C", "C", "C", "C", "C", "N", "C", "C", "C", "N", "H", "H", "H", "H", "H", "H", "H", "H", "H", "H", "H", "H", "H", "H", "H", "H", "H", "H", "H", "H", "H", "H"], "positions_angstrom": [[1.79, -2.31, 4.14], [0.30, -2.31, 3.85], [0.07, -2.28, 2.45], [-0.70, -1.30, 1.96], [-1.24, -0.46, 2.64], [-0.82, -1.40, 0.51], [-1.88, -0.95, -0.26], [-3.12, -0.23, 0.12], [-1.65, -1.36, -1.54], [-0.48, -2.06, -1.62], [0.05, -2.55, -2.91], [0.07, -2.09, -0.37], [1.40, -2.62, -0.06], [1.75, -3.75, -0.30], [2.45, -1.63, 0.44], [1.92, -0.09, 1.21], [1.34, 0.77, -0.19], [1.40, 0.32, -1.41], [0.83, 1.29, -2.19], [0.63, 1.35, -3.56], [0.02, 2.47, -4.07], [-0.38, 3.53, -3.25], [-0.18, 3.50, -1.89], [0.41, 2.37, -1.36], [0.76, 2.00, -0.08], [0.58, 2.77, 1.12], [-0.79, 2.54, 1.79], [-1.87, 2.93, 0.93], [-2.73, 3.24, 0.24], [1.96, -2.39, 5.21], [2.24, -1.39, 3.77], [2.27, -3.15, 3.64], [-0.16, -3.23, 4.23], [-0.19, -1.45, 4.31], [-3.14, 0.77, -0.32], [-4.00, -0.77, -0.21], [-3.16, -0.12, 1.20], [-2.25, -1.14, -2.32], [-0.75, -2.85, -3.58], [0.70, -3.41, -2.73], [0.64, -1.77, -3.39], [3.03, -1.34, -0.45], [3.11, -2.12, 1.15], [0.95, 0.54, -4.19], [-0.15, 2.55, -5.14], [-0.85, 4.39, -3.70], [-0.50, 4.32, -1.26], [1.37, 2.48, 1.83], [0.70, 3.83, 0.87], [-0.92, 1.48, 2.05], [-0.84, 3.12, 2.71]]}